No. 1
A structure of composition C31H31IMoN5O5Se. Source: the Open Molecules 2025 dataset; level of theory: wB97M-V/def2-TZVPD.

```
! RIJCOSX wB97M-V def2-TZVPD def2/J DEFGRID3
* xyz -1 3
Mo 1.110 0.107 -0.271
O 4.681 -1.040 0.354
C 4.736 0.004 1.310
C 5.457 1.197 0.697
C 4.730 1.725 -0.544
C 3.497 2.531 -0.256
C 3.539 3.871 0.128
C 2.364 4.584 0.314
C 1.136 3.964 0.109
C 1.187 2.642 -0.262
N 2.311 1.948 -0.423
H 3.811 -1.464 0.410
H 5.274 -0.330 2.204
H 3.730 0.290 1.628
H 6.461 0.882 0.402
H 5.572 1.985 1.447
H 4.454 0.870 -1.162
H 5.399 2.357 -1.134
H 4.502 4.345 0.263
H 2.406 5.623 0.613
H 0.183 4.455 0.241
H 0.224 2.124 -0.437
O -4.883 -3.175 1.227
C -3.770 -3.721 1.426
O -3.484 -4.776 2.001
C -2.576 -2.896 0.891
C -2.825 -1.846 0.019
C -1.802 -1.004 -0.360
N -0.558 -1.208 0.067
C -0.265 -2.292 0.800
C -1.249 -3.146 1.255
C 1.219 -2.498 0.987
O 1.683 -3.419 1.603
O 1.963 -1.598 0.333
H -3.832 -1.682 -0.332
H -1.966 -0.139 -0.988
H -1.003 -4.006 1.862
I 1.106 0.805 2.593
C -5.319 0.250 0.957
N -4.136 0.471 1.766
C -3.139 1.355 1.543
Se -2.845 2.426 0.057
N -2.312 1.292 2.603
C -2.731 0.322 3.499
C -2.176 -0.163 4.673
C -2.862 -1.189 5.300
C -4.047 -1.711 4.771
C -4.597 -1.228 3.596
C -3.910 -0.193 2.977
H -5.202 0.794 0.023
H -6.196 0.622 1.490
H -5.420 -0.824 0.797
H -1.383 1.695 2.572
H -1.239 0.217 5.054
H -2.455 -1.617 6.207
H -4.526 -2.544 5.268
H -5.457 -1.691 3.139
C 0.212 2.253 -3.526
C 0.544 0.947 -4.184
C 0.456 0.781 -5.557
C 0.734 -0.438 -6.160
C 1.110 -1.517 -5.369
C 1.221 -1.402 -3.993
C 1.606 -2.564 -3.126
C 0.934 -0.154 -3.392
N 1.005 -0.048 -2.043
H -0.073 2.999 -4.268
H 1.062 2.643 -2.962
H -0.616 2.139 -2.819
H 0.154 1.628 -6.165
H 0.657 -0.548 -7.233
H 1.330 -2.474 -5.829
H 2.031 -3.370 -3.724
H 0.737 -2.961 -2.592
H 2.329 -2.270 -2.363
*
```

The gap between HOMO and LUMO (alpha / beta) is 5.94 / 7.15 eV. The calculated total energy comes out at -125646.8818 eV. The value obtained for the relative energy (zero: lowest compared OMol25 entry of this formula, charge and spin) is 0.888 eV.

=====

No. 2
The ion C19H29N2O2 with charge +1. Source: the Open Molecules 2025 dataset; level of theory: wB97M-V/def2-TZVPD.

```
! RIJCOSX wB97M-V def2-TZVPD def2/J DEFGRID3
* xyz 1 1
C 0.966 3.344 -0.869
C 2.150 3.143 -1.578
C 2.056 2.478 -2.776
C 0.822 2.030 -3.262
C -0.343 2.225 -2.563
C -0.262 2.896 -1.335
C -1.516 3.106 -0.516
N -1.862 2.045 0.419
C -2.295 0.788 -0.121
C -1.152 -0.201 -0.428
N -0.341 -0.422 0.792
C 0.776 -1.425 0.675
C 1.305 -1.794 2.072
C 0.256 -1.996 3.169
C -0.627 -3.231 2.999
C -1.356 -3.361 1.661
C -0.435 -3.760 0.506
C 0.427 -2.666 -0.151
C 0.170 0.888 1.268
C -1.002 1.843 1.551
O 1.008 1.401 -4.456
C 2.385 1.536 -4.757
O 3.036 2.143 -3.659
H 1.012 3.887 0.063
H 3.096 3.506 -1.214
H -1.288 1.900 -2.968
H -2.372 3.228 -1.182
H -1.419 4.021 0.073
H -2.862 0.960 -1.035
H -2.972 0.323 0.608
H -0.501 0.194 -1.211
H -1.594 -1.141 -0.753
H -0.978 -0.792 1.513
H 1.571 -0.903 0.130
H 2.011 -1.032 2.407
H 1.876 -2.718 1.970
H 0.798 -2.111 4.110
H -0.367 -1.105 3.298
H -0.013 -4.123 3.135
H -1.365 -3.227 3.802
H -2.082 -4.169 1.776
H -1.940 -2.466 1.430
H -1.042 -4.210 -0.281
H 0.217 -4.549 0.880
H -0.016 -2.359 -1.097
H 1.384 -3.118 -0.416
H 0.812 1.305 0.488
H 0.753 0.746 2.176
H -0.604 2.802 1.883
H -1.608 1.432 2.370
H 2.508 2.163 -5.654
H 2.820 0.544 -4.943
*
```

The gap between HOMO and LUMO is 8.74 eV. The calculated total energy comes out at -27242.4131 eV. The value obtained for the relative energy (zero: lowest compared OMol25 entry of this formula, charge and spin) is 1.853 eV.

=====

No. 3
A structure of composition C42H46N8O8STaTe. Source: the Open Molecules 2025 dataset; level of theory: wB97M-V/def2-TZVPD.

```
! RIJCOSX wB97M-V def2-TZVPD def2/J DEFGRID3
* xyz 2 2
Ta 0.236 1.516 -1.696
O 2.751 3.592 -4.585
C 2.066 2.758 -3.827
O 1.295 3.162 -2.923
C 2.200 1.348 -4.047
C 3.021 0.710 -4.982
C 2.980 -0.663 -5.092
C 2.077 -1.388 -4.293
C 1.288 -0.695 -3.407
N 1.359 0.643 -3.229
C 0.275 -1.219 -2.455
O 0.396 -2.313 -1.907
O -0.641 -0.381 -2.155
H 2.572 4.520 -4.354
H 3.670 1.314 -5.597
H 3.616 -1.177 -5.793
H 1.976 -2.457 -4.378
N -6.078 -2.752 -1.828
C -5.249 -1.689 -1.775
C -5.480 -0.546 -2.565
C -4.648 0.550 -2.503
C -3.532 0.512 -1.675
C -3.282 -0.608 -0.895
C -4.122 -1.695 -0.934
S -2.474 1.909 -1.465
O -1.456 1.522 -0.432
O -3.192 3.087 -1.124
N -1.397 2.129 -2.659
C -1.707 2.206 -3.969
N -2.984 2.280 -4.331
C -3.231 2.392 -5.625
C -2.216 2.449 -6.569
C -0.923 2.320 -6.089
N -0.656 2.180 -4.799
H -6.902 -2.730 -2.404
H -5.943 -3.536 -1.213
H -6.343 -0.536 -3.212
H -4.847 1.434 -3.087
H -2.417 -0.606 -0.252
H -3.920 -2.547 -0.303
H -4.277 2.438 -5.895
H -2.419 2.566 -7.616
H -0.064 2.328 -6.749
N 0.761 3.191 -0.349
C 1.572 3.808 0.213
N 2.523 4.440 0.787
C 2.310 5.444 1.822
C 2.422 4.754 3.190
O 3.643 4.066 3.322
C 3.841 3.102 2.317
C 3.811 3.754 0.927
H 1.336 5.917 1.699
H 3.103 6.189 1.720
H 1.577 4.060 3.317
H 2.409 5.492 3.992
H 3.061 2.322 2.367
H 4.816 2.651 2.514
H 3.924 3.016 0.131
H 4.597 4.513 0.858
C 3.382 -0.625 0.159
C 2.296 0.261 -0.370
O 2.601 1.324 -0.994
N 1.012 0.032 -0.284
Te 0.546 -1.778 0.548
C -1.298 -2.791 1.175
C -2.024 -2.445 2.320
C -2.165 -1.048 2.818
C -2.654 -3.451 3.040
C -2.627 -4.778 2.644
C -3.197 -5.856 3.501
C -2.039 -5.066 1.417
C -1.369 -4.107 0.672
C -0.791 -4.518 -0.642
C 1.076 -1.034 2.516
C 1.848 -1.888 3.317
C 2.037 -3.335 2.980
C 2.449 -1.388 4.465
C 2.310 -0.062 4.850
C 2.972 0.482 6.069
C 1.494 0.751 4.077
C 0.868 0.289 2.930
C -0.062 1.230 2.230
H 4.341 -0.199 -0.134
H 3.285 -1.633 -0.261
H 3.338 -0.698 1.248
H -2.318 -0.354 1.998
H -1.279 -0.768 3.381
H -3.020 -0.977 3.484
H -3.162 -3.179 3.952
H -3.678 -5.444 4.384
H -2.398 -6.523 3.825
H -3.920 -6.459 2.955
H -2.078 -6.077 1.039
H -0.923 -5.588 -0.787
H 0.273 -4.272 -0.706
H -1.301 -3.997 -1.454
H 1.457 -3.620 2.097
H 1.713 -3.956 3.812
H 3.090 -3.547 2.802
H 3.039 -2.059 5.068
H 3.823 -0.127 6.353
H 2.267 0.494 6.900
H 3.297 1.506 5.902
H 1.323 1.772 4.386
H -0.840 1.562 2.920
H -0.543 0.777 1.369
H 0.465 2.118 1.889
*
```

The gap between HOMO and LUMO (alpha / beta) is 5.88 / 6.36 eV. The calculated total energy comes out at -92270.8732 eV.

=====

No. 4
A structure of composition C3H5GdLi2O4. Source: the Open Molecules 2025 dataset; level of theory: wB97M-V/def2-TZVPD.

```
! RIJCOSX wB97M-V def2-TZVPD def2/J DEFGRID3
* xyz 2 8
H 1.188 0.730 -1.698
Li 0.004 -1.755 -1.022
O -0.095 2.215 -1.095
O 1.207 0.978 0.384
C 2.451 0.263 0.384
C 2.250 -1.230 0.070
O 1.069 -1.742 0.623
C 0.468 1.075 -0.925
H 3.145 0.725 -0.332
H 2.850 0.390 1.400
H 3.141 -1.772 0.432
H 2.258 -1.363 -1.035
O -0.647 0.014 -0.669
Gd -0.317 -0.376 1.382
Li -2.397 0.924 -1.332
*
```

The gap between HOMO and LUMO (alpha / beta) is 5.66 / 8.24 eV. The calculated total energy comes out at -32611.6501 eV. The value obtained for the relative energy (zero: lowest compared OMol25 entry of this formula, charge and spin) is 0.367 eV.

=====

No. 5
A cluster of 2 separate species, C12H10N5O4 in total. Source: the Open Molecules 2025 dataset; level of theory: wB97M-V/def2-TZVPD.

```
! RIJCOSX wB97M-V def2-TZVPD def2/J DEFGRID3
* xyz -1 1
C -5.325 1.205 0.911
O -4.277 2.208 0.918
C -2.996 1.771 0.929
C -2.006 2.781 0.818
C -0.707 2.459 0.565
C -0.267 1.074 0.484
O 0.917 0.733 0.164
C -1.291 0.088 0.763
C -2.601 0.408 0.998
H -6.243 1.792 0.901
H -5.260 0.570 0.011
H -5.273 0.580 1.819
H -2.353 3.809 0.885
H 0.038 3.236 0.434
H -0.973 -0.947 0.795
H -3.328 -0.382 1.203
O 0.690 -2.009 1.598
N 1.941 -1.981 1.508
C 2.521 -1.606 0.256
C 1.660 -1.118 -0.730
N 2.235 -0.879 -1.950
N 1.584 -0.426 -3.067
N 2.474 -0.418 -4.033
N 3.698 -0.881 -3.607
C 3.546 -1.164 -2.295
C 4.414 -1.649 -1.280
C 3.918 -1.793 -0.001
O 2.691 -2.305 2.460
H 0.589 -1.253 -0.711
H 5.433 -1.841 -1.596
H 4.552 -2.060 0.851
*
```

The gap between HOMO and LUMO is 5.38 eV. The calculated total energy comes out at -28242.6710 eV. The value obtained for the relative energy (zero: lowest compared OMol25 entry of this formula, charge and spin) is 0.354 eV.